1.
{
  "formula": "C5H10FNO",
  "method": "wB97M-V/def2-TZVPD",
  "homo_energy_ev": -9.27,
  "gap_ev": 10.32,
  "max_force_ev_per_a": 4.413,
  "energy_ev": -11600.6277,
  "relative_energy_kcal_mol": 28.3,
  "mol_weight_g_mol": 119.139,
  "multiplicity": 1,
  "charge": 0,
  "elements": ["C", "C", "O", "C", "C", "N", "C", "F", "H", "H", "H", "H", "H", "H", "H", "H", "H", "H"],
  "positions_angstrom": [[1.917, 1.153, 0.879], [0.992, 0.031, 0.436], [0.895, -0.088, -0.927], [-0.078, -0.895, -1.472], [-1.479, -0.628, -1.024], [-1.486, -0.668, 0.501], [-0.541, 0.334, 1.000], [-0.852, 1.630, 0.635], [2.395, 1.564, -0.036], [2.733, 0.782, 1.506], [1.291, 2.021, 1.426], [1.149, -0.981, 0.762], [0.197, -1.865, -1.173], [0.047, -0.827, -2.684], [-1.991, 0.365, -1.454], [-2.174, -1.401, -1.401], [-2.379, -0.783, 0.885], [-0.635, 0.257, 2.142]]
}


2.
{
  "formula": "C5H10FNO",
  "method": "wB97M-V/def2-TZVPD",
  "homo_energy_ev": -9.46,
  "gap_ev": 10.08,
  "max_force_ev_per_a": 6.212,
  "energy_ev": -11594.7746,
  "relative_energy_kcal_mol": 163.3,
  "mol_weight_g_mol": 119.139,
  "multiplicity": 1,
  "charge": 0,
  "elements": ["C", "C", "C", "C", "C", "H", "H", "H", "H", "H", "H", "H", "H", "H", "H", "N", "O", "F"],
  "positions_angstrom": [[0.833, 1.228, 0.787], [0.589, -0.332, 0.405], [1.919, -0.703, -0.443], [-1.621, -0.901, 0.299], [-2.895, -1.018, -0.202], [0.400, 1.029, -1.451], [0.013, 2.843, -0.480], [1.764, 1.416, 1.222], [-0.081, 1.753, 1.454], [0.531, -1.126, 1.301], [1.314, -0.900, -1.689], [2.696, 0.357, -0.396], [-1.595, -1.345, 1.238], [-3.113, -0.518, -1.229], [-3.861, -1.099, 0.239], [0.744, 1.943, -0.597], [-0.466, -0.636, -0.458], [2.828, -1.990, 0.002]]
}


3.
{
  "formula": "C5H10FNO",
  "method": "wB97M-V/def2-TZVPD",
  "homo_energy_ev": [-8.00, -9.15],
  "gap_ev": [8.02, 9.52],
  "max_force_ev_per_a": 3.423,
  "energy_ev": -11596.4020,
  "relative_energy_kcal_mol": 125.8,
  "mol_weight_g_mol": 119.139,
  "multiplicity": 1,
  "charge": 0,
  "elements": ["C", "C", "C", "C", "C", "N", "O", "F", "H", "H", "H", "H", "H", "H", "H", "H", "H", "H"],
  "positions_angstrom": [[-2.806, -0.106, 0.471], [1.748, 0.995, 0.253], [0.373, -1.214, 0.819], [0.244, -0.181, -1.380], [0.453, 0.178, 0.103], [-0.676, 0.889, 0.818], [-2.795, -0.933, -0.309], [-0.906, 2.060, 0.022], [-3.600, 0.442, 0.970], [2.432, 0.455, 0.979], [2.169, 1.008, -0.808], [1.430, 1.978, 0.602], [-0.673, -1.502, 0.720], [0.786, -1.143, 1.855], [1.141, -1.847, 0.283], [-0.473, -1.020, -1.400], [0.057, 0.614, -2.191], [1.094, -0.674, -1.805]]
}


4.
{
  "formula": "C5H10FO",
  "method": "wB97M-V/def2-TZVPD",
  "homo_energy_ev": [-13.02, -13.02],
  "gap_ev": [7.00, 7.00],
  "max_force_ev_per_a": 3.943,
  "energy_ev": -10100.6029,
  "relative_energy_kcal_mol": 62.4,
  "mol_weight_g_mol": 105.132,
  "multiplicity": 1,
  "charge": 1,
  "elements": ["C", "C", "C", "C", "C", "O", "F", "H", "H", "H", "H", "H", "H", "H", "H", "H", "H"],
  "positions_angstrom": [[0.351, 0.111, 0.676], [-0.427, 0.821, -0.237], [0.990, -2.416, 1.104], [-1.228, 2.960, -1.141], [0.175, -1.225, 1.000], [-0.218, 2.087, -0.485], [1.334, -1.817, -1.326], [1.197, 0.699, 0.816], [-1.265, 0.367, -0.824], [2.159, -2.458, 1.171], [1.494, -2.713, -1.364], [0.454, -3.244, 1.530], [-0.807, 4.035, -1.103], [-1.454, 2.709, -2.179], [-2.104, 2.985, -0.492], [0.214, -1.426, 2.101], [-0.866, -1.477, 0.752]]
}


5.
{
  "formula": "C5H10I3N",
  "method": "wB97M-V/def2-TZVPD",
  "homo_energy_ev": -8.99,
  "gap_ev": 7.34,
  "max_force_ev_per_a": 3.622,
  "energy_ev": -31137.8133,
  "relative_energy_kcal_mol": 0.0,
  "mol_weight_g_mol": 464.854,
  "multiplicity": 1,
  "charge": 0,
  "elements": ["C", "C", "C", "C", "C", "N", "I", "I", "I", "H", "H", "H", "H", "H", "H", "H", "H", "H", "H"],
  "positions_angstrom": [[-0.616, -1.936, -0.405], [-0.013, 1.639, 1.684], [0.801, -1.409, -0.211], [1.146, 0.704, 1.221], [0.892, 0.082, -0.075], [0.640, 0.600, -1.214], [-4.026, -0.870, -2.898], [-2.070, 1.107, -2.873], [0.837, 2.616, -1.820], [-0.906, -1.785, -1.417], [-0.581, -3.034, -0.344], [-1.394, -1.489, 0.246], [-0.170, 2.361, 0.879], [0.178, 2.198, 2.647], [-0.877, 1.018, 2.108], [1.255, -1.850, 0.597], [1.392, -1.442, -1.108], [1.499, 0.090, 2.031], [2.010, 1.400, 0.951]]
}


6.
{
  "formula": "C5H10IN2O",
  "method": "wB97M-V/def2-TZVPD",
  "homo_energy_ev": -12.36,
  "gap_ev": 8.10,
  "max_force_ev_per_a": 4.382,
  "energy_ev": -18468.1902,
  "relative_energy_kcal_mol": 0.0,
  "mol_weight_g_mol": 241.052,
  "multiplicity": 1,
  "charge": 1,
  "elements": ["C", "C", "C", "C", "C", "N", "N", "O", "I", "H", "H", "H", "H", "H", "H", "H", "H", "H", "H"],
  "positions_angstrom": [[0.781, -0.146, 1.209], [1.271, 1.178, 0.671], [1.397, -0.483, -0.882], [0.204, 2.237, 0.732], [0.487, -2.500, 0.327], [0.845, -1.100, 0.138], [1.607, 0.817, -0.716], [0.363, -0.440, 2.263], [-4.936, 0.035, -0.201], [2.122, 1.411, 1.315], [1.714, -0.864, -1.988], [-0.160, 2.708, 1.704], [-0.801, 2.062, 0.231], [0.529, 3.157, 0.167], [-0.567, -2.639, 0.177], [1.080, -3.208, -0.326], [0.585, -2.924, 1.319], [2.044, 1.437, -1.463], [-4.343, -1.208, -1.005]]
}


7.
{
  "formula": "C5H10IP",
  "method": "wB97M-V/def2-TZVPD",
  "homo_energy_ev": -7.55,
  "gap_ev": 7.30,
  "max_force_ev_per_a": 2.227,
  "energy_ev": -22732.7216,
  "relative_energy_kcal_mol": 63.1,
  "mol_weight_g_mol": 228.013,
  "multiplicity": 1,
  "charge": 0,
  "elements": ["C", "C", "P", "C", "C", "C", "I", "H", "H", "H", "H", "H", "H", "H", "H", "H", "H"],
  "positions_angstrom": [[-0.270, 0.657, 3.240], [-0.391, 0.000, 2.030], [-1.397, 0.759, 0.743], [-1.038, -0.131, -0.849], [0.372, -0.750, -0.969], [1.051, -0.456, -2.323], [2.843, 0.689, -2.129], [0.302, 1.582, 3.251], [-0.783, 0.320, 4.133], [0.127, -0.935, 1.826], [-0.811, 2.045, 0.558], [-1.811, -0.881, -0.995], [-1.168, 0.602, -1.646], [0.273, -1.830, -0.866], [1.026, -0.388, -0.181], [1.302, -1.371, -2.850], [0.376, 0.089, -2.974]]
}


8.
{
  "formula": "C5H10InO4",
  "method": "wB97M-V/def2-TZVPD",
  "homo_energy_ev": [-7.23, -7.20],
  "gap_ev": [7.66, 5.66],
  "max_force_ev_per_a": 3.960,
  "energy_ev": -18707.6235,
  "mol_weight_g_mol": 248.949,
  "multiplicity": 2,
  "charge": 0,
  "elements": ["O", "C", "C", "O", "C", "C", "O", "C", "H", "H", "H", "H", "H", "H", "H", "H", "H", "In", "O", "H"],
  "positions_angstrom": [[1.857, -0.209, -1.746], [0.720, -0.729, -2.236], [0.025, -1.684, -1.563], [-2.226, -0.801, 0.019], [-1.519, 0.355, 0.376], [-0.502, 0.138, 1.486], [0.842, 0.395, 1.086], [1.164, 1.773, 0.965], [0.423, -0.461, -3.262], [-0.868, -2.149, -2.001], [-2.246, 1.097, 0.742], [-1.017, 0.801, -0.502], [-0.744, 0.776, 2.351], [-0.529, -0.912, 1.809], [2.248, 1.833, 0.817], [0.659, 2.223, 0.098], [0.869, 2.308, 1.880], [1.986, -0.967, 0.032], [0.483, -2.163, -0.374], [-1.624, -1.622, 0.023]]
}